{"formula": "C3H5INO2", "method": "ωB97M-V with the def2-TZVPD basis set", "charge": -1, "homo_lumo_gap_ev": [6.11, 6.10], "homo_energy_ev": [-3.26, -3.26], "lumo_ev": [2.85, 2.85], "e_above_lowest_ev": 3.277, "symbols": ["I", "O", "O", "N", "C", "C", "C", "H", "H", "H", "H", "H"], "coordinates": [[2.915, -0.140, 0.552], [-2.248, 2.685, 0.150], [1.295, -1.108, -1.749], [-1.454, 1.650, 0.047], [-0.245, 1.557, -0.364], [1.190, -0.979, -0.565], [0.241, -1.611, 0.389], [-0.015, -0.932, 1.197], [-1.901, 0.770, 0.363], [-0.660, -1.909, -0.145], [0.175, 2.519, -0.695], [0.707, -2.502, 0.820]]}